19
Properties=species:S:1:pos:R:3:forces:R:3:mulliken_charge:R:1 method="wB97M-V/def2-TZVPD" total_energy_ev=-11304.89963 largest_force_ev_per_a=4.2 orbital_gap_ev=9.58 de_lowest_kj_mol=287.4
H 1.2349 -2.1843 2.5916 -0.3245 -0.6475 0.9092 0.229
N 1.1143 -1.7082 1.7291 -2.1334 1.5140 -0.7710 -0.705
C -0.1182 -1.3931 1.4202 3.1528 -1.6380 -1.4613 0.619
C -1.3921 -1.9003 2.0148 -0.2227 1.9296 1.2015 -1.125
N -0.1276 -0.6867 0.1794 2.6052 0.9733 1.5499 -0.182
C -1.2401 -0.1396 -0.3157 -3.5935 0.4054 -0.3181 0.157
N -1.4991 0.8907 -1.0972 2.1562 -0.0611 -0.0616 -0.612
C -0.3010 1.6068 -1.5788 -2.3925 -1.7646 1.5402 0.063
N 0.8235 1.0324 -1.3795 1.2500 3.6877 -1.7020 -0.464
C 1.9068 1.9692 -1.9118 0.6398 -0.3072 2.4312 -0.981
H -1.8488 -2.6649 1.3224 0.2263 0.9111 0.9646 0.289
H -1.0427 -2.3217 3.0214 -1.1890 0.4197 -1.3934 0.315
H -2.0495 -0.8873 2.1429 1.0072 -2.8910 -0.0010 0.330
H 0.8586 -0.2021 0.0431 -2.8904 -1.2353 -0.3480 0.487
H -2.2088 -0.7127 0.0565 1.9754 1.3066 -0.8856 0.299
H -0.5185 2.6390 -2.0399 0.4703 -1.6748 0.5928 0.315
H 1.5419 2.5036 -2.7280 -0.8603 1.0559 -1.4412 0.390
H 2.6729 1.3062 -2.3710 0.2303 0.8398 1.0908 0.333
H 2.1934 2.8532 -1.0996 -0.1071 -2.8238 -1.8971 0.242